The following is a quantum chemistry calculation of 6 unconnected molecules or ions with the total composition C10H29N10O7S at a distorted geometry, from the OMol25 dataset.

Output
* net charge: -1
* LUMO level: 1.97 eV
* gap between HOMO and LUMO: 3.6 eV
* E_tot: -50913.1961 eV
* highest occupied orbital energy: -1.673 eV

Each line ends with the Löwdin charge.
Geometry (Å):
C1 0.071 -1.492 -0.176  0.01
C2 0.123 -0.067 -0.665  -0.51
O1 0.904 0.310 -1.518  0.06
O2 -0.705 0.819 -0.061  -0.05
C3 -2.071 0.849 -0.576  -0.18
C4 -2.988 -0.244 -0.019  -0.37
C5 -3.188 -1.433 -0.984  -0.68
S1 -4.454 -1.036 -2.206  0.48
H1 1.075 -1.910 -0.257  0.04
H2 -0.278 -1.495 0.854  0.08
H3 -0.613 -2.052 -0.818  0.07
H4 -2.456 1.824 -0.297  0.08
H5 -2.101 0.791 -1.667  0.11
H6 -3.955 0.173 0.279  0.06
H7 -2.519 -0.636 0.894  0.08
H8 -3.599 -2.278 -0.420  -0.04
H9 -3.754 -0.855 -3.347  -0.23
C6 2.882 4.112 -1.269  -0.69
O3 2.108 5.053 -1.255  0.02
N1 4.247 4.306 -1.294  0.13
N2 2.486 2.812 -1.261  0.17
H10 4.912 3.557 -1.308  0.08
H11 4.574 5.252 -1.301  0.09
H12 1.499 2.606 -1.254  0.09
H13 3.124 2.043 -1.279  0.07
C7 -4.211 3.578 1.638  -0.67
O4 -4.164 2.525 1.027  0.03
N3 -3.157 4.463 1.635  0.15
N4 -5.284 3.947 2.390  0.15
H14 -3.162 5.332 2.133  0.08
H15 -2.348 4.209 1.099  0.10
H16 -6.056 3.311 2.443  0.08
H17 -5.308 4.782 2.942  0.09
C8 4.023 -2.321 -0.645  -0.68
O5 2.941 -2.863 -0.666  0.05
N5 4.161 -1.006 -0.998  0.16
N6 5.189 -2.966 -0.295  0.13
H18 5.034 -0.514 -0.996  0.09
H19 3.314 -0.528 -1.266  0.08
H20 5.126 -3.930 -0.015  0.11
H21 6.082 -2.512 -0.274  0.10
C9 5.844 -5.470 -3.219  -0.69
O6 6.218 -6.103 -2.243  0.01
N7 5.280 -4.237 -3.114  0.16
N8 5.972 -5.959 -4.494  0.14
H22 4.971 -3.697 -3.900  0.10
H23 5.163 -3.871 -2.178  0.05
H24 6.382 -6.867 -4.597  0.10
H25 5.668 -5.463 -5.309  0.09
C10 -5.591 1.064 4.810  -0.67
O7 -6.113 2.042 4.304  0.01
N9 -4.481 0.489 4.271  0.17
N10 -6.083 0.466 5.943  0.14
H26 -4.035 -0.324 4.650  0.09
H27 -4.125 0.889 3.418  0.10
H28 -6.906 0.866 6.351  0.09
H29 -5.670 -0.343 6.365  0.09

=====

The following is a quantum chemistry calculation of a molecular structure, C43H60N2O3SSiZn, from the OMol25 dataset.

Output
* ΔE to the lowest compared entry with this formula, charge and spin: 0.00 kcal per mole
* LUMO level (spin up / spin down): -1.16 / -1.19 eV
* gap between HOMO and LUMO (spin up / spin down): 5.9 / 5.8 eV
* E_tot: -121822.3617 eV
* highest occupied orbital energy (spin up / spin down): -7.018 / -6.992 eV

Each line ends with the Löwdin charge.
Geometry (Å):
Zn1 0.423 -0.106 -0.504  0.62
C1 -0.638 6.799 2.271  -0.04
C2 -1.329 6.275 1.003  -0.56
C3 -2.807 6.057 1.322  -0.07
C4 -1.221 7.329 -0.109  -0.04
C5 -0.645 4.989 0.557  -0.15
C6 -1.286 3.800 0.459  0.04
C7 -0.592 2.628 0.025  -0.15
N1 -1.077 1.403 -0.085  0.12
C8 -2.219 0.843 0.302  -0.17
C9 -3.175 1.375 1.217  0.03
C10 -4.316 0.698 1.499  -0.16
C11 -4.558 -0.540 0.811  0.04
C12 -3.676 -1.152 -0.022  -0.08
C13 -2.394 -0.502 -0.241  -0.27
O1 -1.466 -1.045 -0.899  -0.05
C14 -3.977 -2.479 -0.711  -0.53
C15 -3.866 -2.296 -2.232  -0.04
C16 -2.987 -3.555 -0.252  -0.04
C17 -5.389 -2.978 -0.396  -0.07
C18 -5.334 1.163 2.533  -0.56
C19 -6.703 1.354 1.864  -0.04
C20 -4.930 2.488 3.178  -0.06
C21 -5.445 0.100 3.635  -0.04
C22 0.800 2.724 -0.426  -0.25
O2 1.379 1.723 -0.909  -0.04
C23 1.477 4.003 -0.271  -0.07
C24 0.753 5.043 0.214  0.04
C25 2.952 4.118 -0.641  -0.54
C26 3.490 5.529 -0.390  -0.07
C27 3.146 3.802 -2.132  -0.04
C28 3.775 3.142 0.213  -0.03
H1 -1.111 7.727 2.599  0.09
H2 0.420 7.008 2.104  0.08
H3 -0.713 6.070 3.080  0.09
H4 -3.254 7.000 1.643  0.09
H5 -2.941 5.333 2.129  0.08
H6 -3.362 5.708 0.448  0.09
H7 -1.695 8.260 0.209  0.09
H8 -1.717 6.982 -1.017  0.09
H9 -0.182 7.552 -0.356  0.08
H10 -2.344 3.733 0.652  0.09
H11 -2.937 2.287 1.738  0.09
H12 -5.503 -1.028 1.007  0.09
H13 -2.865 -1.976 -2.517  0.07
H14 -4.586 -1.553 -2.583  0.09
H15 -4.085 -3.242 -2.734  0.08
H16 -1.963 -3.270 -0.478  0.07
H17 -3.206 -4.497 -0.763  0.09
H18 -3.076 -3.723 0.825  0.09
H19 -6.155 -2.270 -0.723  0.09
H20 -5.524 -3.169 0.670  0.09
H21 -5.560 -3.917 -0.925  0.09
H22 -6.648 2.117 1.085  0.09
H23 -7.440 1.672 2.604  0.09
H24 -7.069 0.433 1.408  0.08
H25 -4.849 3.286 2.437  0.08
H26 -3.978 2.406 3.706  0.09
H27 -5.687 2.785 3.907  0.09
H28 -5.765 -0.864 3.234  0.08
H29 -6.174 0.410 4.387  0.09
H30 -4.481 -0.046 4.126  0.09
H31 1.247 5.997 0.336  0.09
H32 2.968 6.278 -0.990  0.09
H33 4.545 5.561 -0.667  0.09
H34 3.418 5.812 0.663  0.09
H35 2.578 4.503 -2.749  0.09
H36 2.826 2.789 -2.368  0.07
H37 4.202 3.904 -2.392  0.08
H38 3.669 3.379 1.274  0.09
H39 4.832 3.230 -0.049  0.08
H40 3.463 2.111 0.057  0.08
N2 1.497 -1.385 -1.688  -0.34
S1 2.264 -2.491 -0.844  1.08
C29 3.505 -3.202 -1.917  -0.40
C30 4.168 -4.358 -1.519  -0.08
C31 5.178 -4.867 -2.316  -0.07
C32 5.525 -4.223 -3.499  -0.08
C33 4.865 -3.066 -3.879  -0.07
C34 3.851 -2.545 -3.084  -0.08
C35 1.214 -3.924 -0.630  -0.38
C36 0.847 -4.761 -1.675  -0.07
C37 -0.032 -5.801 -1.426  -0.07
C38 -0.530 -6.003 -0.143  -0.08
C39 -0.163 -5.157 0.892  -0.07
C40 0.707 -4.104 0.649  -0.08
H41 1.095 -1.769 -2.540  0.03
H42 3.890 -4.860 -0.600  0.12
H43 5.695 -5.768 -2.015  0.11
H44 6.315 -4.625 -4.120  0.11
H45 5.139 -2.559 -4.795  0.11
H46 3.341 -1.630 -3.355  0.10
H47 1.252 -4.608 -2.669  0.12
H48 -0.327 -6.462 -2.231  0.11
H49 -1.214 -6.820 0.045  0.11
H50 -0.566 -5.300 1.886  0.11
H51 0.978 -3.411 1.433  0.07
C41 -1.123 -1.683 2.957  -0.14
Si1 0.510 -0.750 2.798  0.23
C42 1.841 -1.749 3.687  -0.17
C43 0.296 0.868 3.733  -0.16
O3 0.923 -0.459 1.280  -0.39
H52 -1.338 -1.928 4.002  0.03
H53 -1.123 -2.617 2.385  0.01
H54 -1.953 -1.074 2.583  0.01
H55 1.572 -1.939 4.730  0.03
H56 2.786 -1.202 3.679  0.03
H57 2.026 -2.716 3.215  0.01
H58 0.023 0.725 4.782  0.03
H59 -0.492 1.461 3.256  0.01
H60 1.217 1.457 3.698  0.03

=====

The following is a quantum chemistry calculation of 5 unconnected molecules or ions with the total composition C25H59FN5O2 at a distorted geometry, from the OMol25 dataset.

Output
* ΔE to the lowest compared entry with this formula, charge and spin: 0.00 kcal per mole
* net charge: +3
* LUMO level: -5.98 eV
* gap between HOMO and LUMO: 7.2 eV
* E_tot: -41117.4687 eV
* highest occupied orbital energy: -13.153 eV

Each line ends with the Löwdin charge.
Geometry (Å):
F1 -0.155 0.431 0.035  -0.90
C1 0.566 2.613 -8.219  -0.05
C2 1.402 2.523 -6.946  -0.19
N1 0.927 2.995 -5.703  -0.06
C3 -0.382 2.959 -5.340  -0.02
C4 -0.535 3.261 -4.018  0.06
N2 0.769 3.595 -3.580  -0.09
C5 1.614 3.348 -4.626  0.03
C6 1.126 3.938 -2.279  -0.02
H1 1.015 2.016 -9.013  0.10
H2 0.548 3.671 -8.482  0.09
H3 -0.498 2.386 -8.162  0.07
H4 2.378 2.903 -7.249  0.14
H5 1.546 1.462 -6.738  0.12
H6 -1.135 2.559 -6.004  0.14
H7 -1.419 3.408 -3.415  0.14
H8 2.691 3.419 -4.592  0.18
H9 1.891 3.312 -1.820  0.11
H10 0.344 3.700 -1.558  0.11
H11 1.415 4.989 -2.298  0.12
C7 2.748 -2.963 5.390  -0.10
C8 2.652 -2.136 4.121  -0.26
C9 2.311 -0.670 4.370  -0.19
C10 3.144 0.075 5.463  -0.07
N3 2.801 1.604 5.429  -0.25
C11 3.166 2.323 6.764  -0.06
C12 2.085 3.399 7.119  -0.11
C13 1.015 3.212 6.049  -0.16
C14 1.263 1.846 5.415  -0.11
C15 3.457 2.265 4.209  0.06
H12 1.772 -3.113 5.850  0.08
H13 3.329 -2.458 6.162  0.06
H14 3.179 -3.909 5.063  0.08
H15 1.885 -2.588 3.492  0.11
H16 3.563 -2.275 3.538  0.11
H17 1.242 -0.664 4.581  0.11
H18 2.275 -0.229 3.374  0.11
H19 4.232 0.027 5.491  0.14
H20 2.817 -0.339 6.417  0.12
H21 4.156 2.773 6.698  0.13
H22 3.155 1.462 7.432  0.12
H23 2.554 4.383 7.138  0.12
H24 1.762 3.176 8.136  0.12
H25 1.027 3.867 5.178  0.11
H26 -0.018 3.302 6.386  0.13
H27 0.660 1.685 4.521  0.14
H28 0.932 1.135 6.172  0.13
H29 2.990 1.716 3.392  0.10
H30 4.535 2.194 4.354  0.11
H31 3.006 3.254 4.292  0.10
C16 1.928 -4.396 -6.334  0.03
N4 1.246 -3.451 -5.280  -0.31
C17 2.278 -2.413 -4.884  0.00
C18 0.113 -2.648 -5.949  0.01
C19 0.821 -4.382 -4.097  -0.03
C20 0.572 -3.610 -2.765  -0.27
O1 -0.404 -2.678 -2.896  -0.05
H32 1.226 -5.173 -6.639  0.11
H33 2.825 -4.913 -5.996  0.11
H34 2.134 -3.752 -7.189  0.10
H35 1.828 -1.698 -4.195  0.11
H36 2.596 -1.933 -5.809  0.10
H37 3.171 -2.936 -4.543  0.12
H38 -0.576 -3.335 -6.440  0.11
H39 0.481 -2.014 -6.755  0.10
H40 -0.495 -2.070 -5.252  0.10
H41 1.714 -4.977 -3.907  0.13
H42 0.008 -4.960 -4.537  0.14
H43 1.455 -3.084 -2.400  0.12
H44 0.286 -4.284 -1.957  0.13
H45 -0.320 -2.043 -2.181  0.11
C21 -5.035 1.014 1.698  0.01
N5 -5.755 -0.284 1.717  -0.35
C22 -7.213 -0.139 2.181  0.01
C23 -5.882 -0.821 0.302  0.02
C24 -5.159 -1.342 2.601  -0.09
C25 -3.638 -1.617 2.315  -0.21
O2 -2.832 -0.499 2.638  -0.06
H46 -4.595 1.282 2.659  0.11
H47 -5.723 1.793 1.369  0.11
H48 -4.174 0.906 1.039  0.11
H49 -7.701 0.691 1.670  0.11
H50 -7.240 0.065 3.251  0.11
H51 -7.785 -1.066 2.129  0.11
H52 -6.483 -1.721 0.428  0.11
H53 -4.880 -1.099 -0.025  0.10
H54 -6.474 -0.199 -0.369  0.12
H55 -5.760 -2.245 2.491  0.14
H56 -5.219 -0.983 3.629  0.14
H57 -3.587 -2.175 1.381  0.12
H58 -3.279 -2.361 3.026  0.13
H59 -2.277 -0.290 1.883  0.08

=====

The following is a quantum chemistry calculation of a gas-phase ion, C4H6NO (charge +1) at a distorted geometry, from the OMol25 dataset.

Output
* ΔE to the lowest compared entry with this formula, charge and spin: 80.53 kcal per mole
* net charge: +1
* LUMO level: -4.87 eV
* gap between HOMO and LUMO: 11.0 eV
* SMILES: C[N+]1=C[C@@]12CO2
* E_tot: -7771.4050 eV
* highest occupied orbital energy: -15.820 eV

Each line ends with the Löwdin charge.
Geometry (Å):
C1 0.982 -0.353 1.678  -0.01
N1 0.087 0.073 0.693  0.07
C2 -0.982 0.706 0.492  0.10
C3 -0.821 0.156 -0.826  -0.17
C4 -0.244 0.047 -2.143  0.06
O1 -1.136 -0.902 -1.508  0.16
H1 0.462 -0.531 2.623  0.12
H2 1.736 0.426 1.841  0.12
H3 1.495 -1.252 1.330  0.11
H4 -1.688 1.310 1.041  0.16
H5 -0.668 0.610 -2.968  0.14
H6 0.779 -0.290 -2.254  0.14